7
Properties=species:S:1:pos:R:3:mulliken_charge:R:1 method="wB97M-V/def2-TZVPD" homo_ev=-10.3 relative_energy_kcal_mol=81.3 homo_lumo_gap_ev=10.54 lumo_energy_ev=0.234
O 1.1835 0.9347 -1.3953 -0.44
C 0.5777 0.2169 -0.6484 0.52
C -0.5886 -0.4255 -0.1388 -0.29
N 0.6244 -0.3594 0.6378 -0.16
F 0.5273 0.5137 1.6925 -0.15
H -1.3258 0.4229 0.1463 0.21
H -0.9985 -1.3034 -0.2941 0.30

=====

119
Properties=species:S:1:pos:R:3:mulliken_charge:R:1 method="wB97M-V/def2-TZVPD" homo_ev="-5.2 / -6.3" relative_energy_kcal_mol=144.6 homo_lumo_gap_ev="4.88 / 6.36" lumo_energy_ev="-0.358 / 0.025"
Bi -0.2699 0.0049 0.3185 0.53
N -0.8163 -1.0546 5.2766 0.58
C -0.2670 -1.1125 4.0378 -3.24
N -0.9236 -1.1086 2.9405 2.30
C -2.3105 -1.0019 2.9844 -0.15
N -3.0116 -0.9768 1.9116 -1.46
N -2.3231 -0.9442 0.7402 1.37
C -2.9080 -1.5744 -0.2805 -2.07
C -2.2112 -1.7834 -1.4746 1.54
C -2.7966 -2.3789 -2.6206 -1.18
C -2.0427 -2.5708 -3.7409 -0.67
C -0.6891 -2.1672 -3.7482 -0.76
C -0.1773 -1.5722 -2.6207 -0.97
N -0.9000 -1.3912 -1.5070 1.02
C -2.9886 -0.9605 4.2864 0.59
C -4.3716 -0.8664 4.4258 -0.66
C -4.9516 -0.8309 5.6788 -0.92
C -4.1521 -0.8785 6.8192 -0.64
C -2.7778 -0.9461 6.6998 -0.80
C -2.1984 -0.9863 5.4355 0.20
H -0.2244 -0.9488 6.0822 0.45
H 0.8143 -1.1864 4.0031 0.57
H -3.8908 -2.0043 -0.1291 0.47
H -3.8440 -2.6499 -2.5938 0.53
H -2.4823 -3.0175 -4.6238 0.43
H -0.0662 -2.3092 -4.6198 0.50
H 0.8454 -1.2119 -2.5849 0.64
H -4.9704 -0.8062 3.5277 0.51
H -6.0265 -0.7592 5.7769 0.44
H -4.6046 -0.8623 7.8019 0.41
H -2.1446 -0.9642 7.5795 0.45
O 2.1266 1.6118 0.2644 -0.70
N 2.5814 2.2515 1.2917 0.78
C 2.8082 3.5841 1.1807 -0.32
C 3.2001 4.3448 2.2514 -0.77
C 3.3845 3.7385 3.4881 -0.63
C 3.2214 2.3748 3.5738 -0.51
C 2.8453 1.6248 2.4648 0.37
S 2.5601 -0.0850 2.6526 0.03
H 2.6116 3.9756 0.1948 0.46
H 3.3479 5.4058 2.1117 0.44
H 3.6482 4.3226 4.3581 0.45
H 3.3584 1.8469 4.5062 0.46
C 4.8941 -2.1421 -2.5616 -1.13
P 4.0271 -0.6632 -3.1212 1.17
C 3.7498 -0.9193 -4.8912 -1.27
C 5.2498 0.6627 -3.0114 -1.25
O 2.7713 -0.3661 -2.3865 -0.70
H 5.7088 -2.4139 -3.2328 0.47
H 4.1733 -2.9582 -2.4998 0.28
H 5.2954 -1.9556 -1.5658 0.25
H 4.6786 -1.1226 -5.4242 0.40
H 3.2840 -0.0200 -5.2943 0.34
H 3.0637 -1.7575 -5.0143 0.30
H 6.1372 0.4396 -3.6043 0.39
H 5.5270 0.7767 -1.9625 0.28
H 4.7971 1.5920 -3.3557 0.36
C 1.3385 -3.6406 5.0431 -0.82
O 1.4281 -3.9304 3.6634 -0.44
C 0.3079 -3.7630 2.9072 0.89
C -0.8866 -3.2467 3.3896 -0.52
C -1.9878 -3.1125 2.5516 -0.69
C -1.8969 -3.4857 1.2232 -0.85
C -0.7126 -4.0256 0.7452 -0.92
C 0.3890 -4.1831 1.5708 0.27
N 1.5257 -4.8651 1.0944 0.01
C 2.8315 -4.6190 1.3994 -1.48
C 3.4041 -3.3809 1.5456 1.01
C 4.7513 -3.2519 1.9870 -1.19
C 5.4589 -2.0412 1.9041 -0.83
C 4.8663 -0.8925 1.4631 -0.97
C 3.4144 -0.8538 1.1766 1.57
C 2.6940 -2.1852 1.0602 0.66
O 1.5914 -2.2231 0.5593 -0.83
H 2.3168 -3.8618 5.4614 0.38
H 0.5836 -4.2610 5.5334 0.34
H 1.1068 -2.5862 5.2164 0.21
H -0.9736 -2.9485 4.4244 0.92
H -2.9079 -2.7013 2.9447 0.86
H -2.7368 -3.3474 0.5565 0.82
H -0.6234 -4.3188 -0.2940 0.20
H 1.3395 -5.6262 0.4619 0.37
H 3.4644 -5.4993 1.4956 0.42
H 5.2556 -4.1408 2.3459 0.39
H 6.5069 -2.0313 2.1771 0.42
H 5.4150 0.0407 1.4320 0.47
H 3.1120 -0.2149 0.3436 0.03
C -3.9939 2.7448 -6.8205 -2.09
C -3.4693 4.0322 -6.1823 2.02
C -2.4834 4.6786 -7.1666 -1.61
C -4.6555 4.9807 -5.9576 -1.57
C -2.7711 3.7697 -4.8471 0.62
C -2.1422 4.8291 -4.1828 -0.42
C -1.4736 4.6718 -2.9730 -2.39
C -1.4568 3.4068 -2.4312 0.90
O -0.8682 2.9513 -1.2786 -0.34
B -1.1590 1.5926 -1.2112 0.85
O -1.9239 1.2183 -2.3163 -0.24
C -2.0936 2.3549 -3.0625 0.33
C -2.7500 2.5011 -4.2645 -0.78
H -4.4395 2.9759 -7.7894 0.43
H -4.7622 2.2743 -6.2046 0.36
H -3.1882 2.0267 -6.9839 0.42
H -2.9696 4.8372 -8.1318 0.45
H -1.6163 4.0337 -7.3202 0.38
H -2.1279 5.6448 -6.8089 0.31
H -5.1588 5.1880 -6.9050 0.43
H -4.3282 5.9298 -5.5317 0.33
H -5.3791 4.5345 -5.2732 0.37
H -2.1721 5.8203 -4.6168 0.38
H -0.9894 5.5039 -2.4802 0.50
H -3.2230 1.6421 -4.7180 0.64
Cl -2.4901 2.4296 4.9046 -0.16
C -1.4990 3.1238 3.6011 -0.04
Cl -0.4365 4.3943 4.2383 -0.21
C -0.6767 1.9917 2.9284 0.51
O 0.3188 1.5667 3.4980 -0.37
O -1.1929 1.6429 1.8236 -1.07
H -2.1743 3.5763 2.8863 0.38

=====

9
Properties=species:S:1:pos:R:3:mulliken_charge:R:1 method="wB97M-V/def2-TZVPD" homo_ev=-10.8 relative_energy_kcal_mol=90.0 homo_lumo_gap_ev=10.07 lumo_energy_ev=-0.735
N -3.3425 -1.9145 -0.4123 -0.26
C -2.2913 -1.5083 -0.6121 0.21
C -0.9436 -1.0236 -0.8259 0.16
O -0.6533 -0.0663 -1.4841 -0.39
H -0.1965 -1.6402 -0.2896 0.28
O 1.0619 0.3386 1.4360 -0.29
N 1.7693 0.9401 0.6966 0.26
O 2.0101 2.2409 1.0820 -0.37
H 2.5857 2.6332 0.4096 0.40

=====

49
Properties=species:S:1:pos:R:3:mulliken_charge:R:1 method="wB97M-V/def2-TZVPD" homo_ev=-8.5 relative_energy_kcal_mol=0.0 homo_lumo_gap_ev=7.11 lumo_energy_ev=-1.347
O 0.1123 -1.0150 0.7245 -0.70
C -0.8841 -0.3279 0.9625 0.55
C -2.0782 -0.1122 0.0554 0.59
C -2.2949 -0.5478 -1.2959 -0.71
C -1.3993 -1.3527 -2.1607 -0.65
C -1.8951 -2.4364 -2.9258 -0.69
C -1.0213 -2.9426 -3.9505 -0.68
C 0.3117 -2.5275 -4.0685 0.06
O 1.0144 -3.3037 -4.8379 -0.56
C 0.8478 -1.6483 -3.1640 0.92
O 2.2075 -1.5137 -3.1475 -0.48
C 2.7591 -1.2298 -1.8550 -0.73
C 2.6118 0.2385 -1.5077 0.00
C 2.3975 0.6208 -0.1470 -0.16
C 1.8862 1.8738 0.2952 -0.52
C 1.6803 2.8424 -0.6772 0.72
F 1.0030 4.0332 -0.4348 -0.33
C 2.1014 2.6450 -2.0036 -0.70
C 2.5397 1.3617 -2.4472 -0.39
C -0.0437 -1.0476 -2.2538 0.31
C -2.9769 0.8007 0.7910 -0.28
C -4.3806 1.1924 0.3272 0.96
F -4.2873 1.8676 -0.8818 -0.26
F -5.0895 1.9346 1.1642 -0.26
F -5.0469 0.0927 0.0371 -0.24
N -2.4641 0.9515 2.0068 -1.24
N -1.3034 0.3293 2.1365 0.97
C -0.5499 0.4960 3.3245 0.37
C -0.8142 1.5143 4.2968 -0.47
C 0.0082 1.6232 5.3476 -0.78
C 1.0321 0.7118 5.6793 -0.25
C 1.3478 -0.2559 4.7474 -0.66
Br 2.6594 -1.5854 5.3181 -0.20
C 0.5896 -0.2994 3.5819 0.45
H -3.2296 -0.3668 -1.7828 0.45
H -2.8205 -2.9427 -2.6988 0.46
H -1.5316 -3.6536 -4.6629 0.32
H 1.8989 -2.9939 -4.8260 0.34
H 2.2151 -1.8175 -1.1108 0.47
H 3.8889 -1.4982 -1.8325 0.32
H 2.4733 -0.0962 0.6645 0.36
H 1.6172 2.2003 1.3167 0.43
H 1.8593 3.3257 -2.7802 0.39
H 2.6174 1.1518 -3.5142 0.36
H 0.2654 -0.3090 -1.5812 0.40
H -1.6418 2.1893 4.0496 0.41
H -0.3570 2.3374 6.1002 0.30
H 1.4666 0.6591 6.6466 0.44
H 0.6979 -1.1697 2.9746 0.59

=====

68
Properties=species:S:1:pos:R:3:mulliken_charge:R:1 method="wB97M-V/def2-TZVPD" homo_ev=-10.0 relative_energy_kcal_mol=0.0 homo_lumo_gap_ev=7.74 total_charge=+1 lumo_energy_ev=-2.300
Pt -0.1071 0.0027 0.2916 0.92
C 0.2460 -0.1504 4.1170 -0.98
N -0.6304 1.0041 3.9805 0.03
C 0.0117 2.2993 4.1705 -0.79
C -1.6251 0.9962 3.0409 0.28
N -2.0031 2.0418 2.4337 -0.57
N -2.2741 -0.2926 2.9068 0.29
C -2.7418 -0.7296 1.6923 -0.53
N -3.9366 -1.3768 1.7125 -0.26
N -2.0006 -0.6465 0.6376 0.02
H 0.8710 -0.3023 3.2296 0.24
H -0.3263 -1.0554 4.3110 0.24
H 0.8942 0.0122 4.9753 0.45
H -0.7443 3.0517 4.3763 0.33
H 0.5595 2.6091 3.2752 0.23
H 0.6948 2.2296 5.0142 0.28
H -2.8193 1.8670 1.8560 0.07
H -2.8117 -0.5715 3.7161 0.26
H -4.6331 -1.0392 2.3615 0.22
H -4.3144 -1.6578 0.8183 0.29
H -2.4743 -0.8889 -0.2272 0.22
N 1.9999 2.8723 -0.3273 -0.34
C 2.4921 1.6387 -0.4251 0.47
N 1.8273 0.5241 -0.1709 -0.02
C 2.6579 -0.5929 -0.2755 0.30
C 3.9294 -0.3422 -0.6277 -0.37
S 4.1486 1.3545 -0.8580 -0.20
C 2.0465 -1.8538 0.1169 -0.46
C 2.4836 -3.1145 -0.0367 -0.32
S 1.4104 -4.2186 0.7460 -0.17
C 0.4046 -2.9009 1.2219 0.35
N 0.8400 -1.7277 0.8156 0.00
N -0.7069 -3.0730 1.9595 -0.21
H 0.9858 2.9615 -0.2076 0.32
H 2.5629 3.6583 -0.5985 0.20
H 4.7471 -1.0344 -0.7281 0.44
H 3.3656 -3.4621 -0.5463 0.48
H -0.8696 -3.9595 2.4038 0.25
H -1.0968 -2.2541 2.4023 0.08
Cl -5.6235 3.2327 1.9225 -0.17
C -6.0388 1.7246 1.1726 0.68
C -6.9749 0.9114 1.7829 -0.68
C -7.3454 -0.2828 1.1831 -0.50
C -6.7298 -0.6733 0.0059 -0.74
C -5.7490 0.1218 -0.5656 0.84
Cl -4.8744 -0.5169 -1.9265 -0.08
C -5.4096 1.3781 -0.0379 -0.94
N -4.4755 2.2158 -0.6163 0.01
C -4.4469 2.5663 -1.9896 -0.06
C -5.5665 2.4295 -2.8025 -0.25
C -5.5023 2.7757 -4.1419 -0.76
C -4.3276 3.2821 -4.6732 -0.78
C -3.2231 3.4434 -3.8518 -0.89
C -3.2619 3.0904 -2.5108 0.89
C -2.0617 3.2721 -1.6276 -1.27
C -1.4431 1.9769 -1.1279 1.00
O -1.6529 0.8870 -1.6460 -0.68
O -0.6608 2.0889 -0.0984 -1.09
H -7.4331 1.2392 2.7056 0.46
H -8.1117 -0.9010 1.6291 0.42
H -6.9875 -1.6079 -0.4742 0.46
H -4.1027 2.9154 0.0093 0.51
H -6.4920 2.0554 -2.3844 0.48
H -6.3786 2.6599 -4.7658 0.41
H -4.2720 3.5562 -5.7179 0.40
H -2.3040 3.8474 -4.2594 0.36
H -2.2857 3.8803 -0.7467 0.34
H -1.2856 3.8208 -2.1668 0.59

=====

9
Properties=species:S:1:pos:R:3:mulliken_charge:R:1 method="wB97M-V/def2-TZVPD" homo_ev=-10.0 relative_energy_kcal_mol=34.9 homo_lumo_gap_ev=10.95 lumo_energy_ev=0.976
C -1.6161 0.6400 -1.1829 0.16
C -0.5072 0.4728 -0.7457 -0.52
C 0.7744 0.1840 -0.0965 -0.44
C 0.4926 -0.7359 1.0860 0.02
O 0.7836 -0.4707 2.2204 -0.44
H -2.5960 0.8021 -1.5763 0.38
H 1.4540 -0.3155 -0.8005 0.26
H 1.2643 1.0892 0.2760 0.25
H -0.0496 -1.6661 0.8195 0.33

=====

148
Properties=species:S:1:pos:R:3:mulliken_charge:R:1 method="wB97M-V/def2-TZVPD" homo_ev=-9.3 homo_lumo_gap_ev=9.26 lumo_energy_ev=-0.030
C 1.7094 -2.0511 -2.4271 -1.13
C 1.5598 -0.5465 -2.5032 0.99
C 2.7577 0.1788 -3.0472 -1.04
N 0.4576 -0.0662 -2.0745 -0.55
C -0.1051 1.0884 -2.7532 0.72
C -0.6204 0.8128 -4.1924 -1.41
I -2.1423 2.2185 -4.8200 0.16
C 0.4267 0.5239 -5.2776 -0.32
C 1.1018 1.7071 -5.9730 -0.91
I -0.6639 -0.5260 -6.8718 0.13
O -1.4139 1.1390 -2.0616 -0.26
C -1.6450 2.2344 -1.3170 0.37
O -2.5222 2.3325 -0.4988 -0.64
O -0.7608 3.1796 -1.7065 -0.44
C 0.3862 2.5040 -2.2796 1.25
C 1.3711 2.4768 -1.0689 -2.13
C 0.9384 3.5393 -3.2596 0.49
C 0.9888 4.9932 -2.7083 -0.76
C 2.1943 5.7767 -3.2325 -1.05
C 3.5473 5.2165 -2.8328 -0.36
O 4.1360 4.5339 -3.9662 -0.62
H 1.3581 -2.5448 -3.3294 0.30
H 1.2261 -2.3982 -1.5079 -0.01
H 2.7768 -2.2586 -2.3065 0.49
H 2.6052 1.2306 -3.2759 -0.23
H 3.0428 -0.3039 -3.9885 0.48
H 3.6272 0.0802 -2.3977 0.44
H -1.1932 -0.1038 -4.0790 0.96
H 1.1909 -0.1904 -4.9969 0.43
H 1.5189 1.3681 -6.9174 0.57
H 1.9582 2.0080 -5.3631 0.04
H 0.4584 2.5650 -6.1317 0.21
H 1.1309 3.3035 -0.4085 0.56
H 1.2797 1.5723 -0.4714 0.52
H 2.3776 2.6543 -1.4418 0.16
H 1.9598 3.3218 -3.5799 -0.34
H 0.3694 3.6243 -4.1821 0.32
H 0.1024 5.4977 -3.0969 0.28
H 0.9091 5.0521 -1.6265 0.44
H 2.1070 5.9440 -4.3059 0.41
H 2.1265 6.7744 -2.7870 0.50
H 4.2615 5.9927 -2.5542 0.35
H 3.4711 4.4755 -2.0346 0.28
H 4.5976 3.7499 -3.6663 0.29
O 1.2032 -7.0444 0.3421 -0.83
P -0.0355 -6.7002 1.0921 1.07
O 0.1596 -5.1222 1.4738 -0.35
C 0.1875 -4.1586 0.4229 -0.42
C -1.1552 -4.0360 -0.2767 -0.76
O 0.3036 -7.4212 2.5294 -0.38
C 1.1471 -8.5747 2.5826 -0.37
C 2.5309 -8.1982 3.0723 -1.13
O -1.6329 -6.7779 1.3439 -0.23
C -2.2664 -6.6760 2.6319 0.35
C -2.2702 -5.2913 3.2390 -1.06
H 0.9750 -4.4124 -0.2935 0.31
H 0.4480 -3.2019 0.8779 0.33
H -1.4165 -4.9641 -0.7937 0.31
H -1.1330 -3.2295 -1.0116 0.32
H -1.9501 -3.8326 0.4390 0.12
H 1.1971 -9.0644 1.6110 0.36
H 0.6854 -9.2820 3.2748 0.34
H 2.9181 -7.3290 2.5427 0.28
H 3.2277 -9.0284 2.9455 0.37
H 2.4971 -7.9370 4.1315 0.30
H -1.8667 -7.4054 3.3310 0.23
H -3.3038 -6.9694 2.4585 -0.03
H -1.2877 -5.0153 3.6192 0.32
H -2.9657 -5.2645 4.0791 0.42
H -2.5718 -4.5385 2.5116 0.15
O 9.4319 8.4859 -2.8760 -0.82
P 8.6224 7.6387 -3.7925 1.04
O 9.4624 7.6565 -5.1948 -0.29
C 10.7518 7.0440 -5.2350 -0.36
C 10.6858 5.5373 -5.0611 -0.89
O 7.4051 8.6890 -4.1350 -0.35
C 7.0195 9.6881 -3.1865 -0.38
C 7.5621 11.0433 -3.5923 -1.16
O 7.6976 6.3470 -4.1207 -0.27
C 6.6625 6.3146 -5.1205 0.30
C 7.1554 6.2932 -6.5507 -1.16
H 11.3965 7.4918 -4.4740 0.28
H 11.1766 7.2829 -6.2098 0.32
H 10.3180 5.2702 -4.0663 0.27
H 11.6740 5.0946 -5.1898 0.40
H 10.0062 5.0901 -5.7855 0.15
H 7.3502 9.4199 -2.1840 0.39
H 5.9275 9.7131 -3.1681 0.35
H 8.6193 10.9888 -3.8476 0.28
H 7.4295 11.7714 -2.7906 0.37
H 7.0389 11.4083 -4.4778 0.30
H 5.9396 7.1117 -4.9680 0.18
H 6.1224 5.3887 -4.9351 0.15
H 7.5307 7.2665 -6.8635 0.30
H 6.3308 6.0317 -7.2160 0.42
H 7.9560 5.5664 -6.6843 0.19
O -6.1553 -7.3378 3.3984 -0.71
P -7.6315 -7.5364 3.3578 1.11
O -7.8024 -8.9313 4.2018 -0.30
C -7.5128 -8.9327 5.5996 -0.29
C -8.4949 -8.0946 6.3984 -0.91
O -7.7235 -8.0800 1.8134 -0.41
C -6.8169 -7.5272 0.8439 -0.40
C -5.6128 -8.4029 0.5896 -1.10
O -9.1938 -7.1009 3.4047 -0.38
C -10.2492 -7.7826 2.7108 -0.18
C -10.6328 -9.1270 3.2879 -0.92
H -6.4885 -8.5869 5.7640 0.23
H -7.5668 -9.9716 5.9249 0.32
H -8.4185 -7.0362 6.1329 0.29
H -8.3001 -8.1931 7.4668 0.40
H -9.5212 -8.4016 6.2013 0.15
H -6.4740 -6.5424 1.1597 0.36
H -7.4011 -7.3893 -0.0680 0.36
H -5.1603 -8.7182 1.5286 0.24
H -4.8755 -7.8554 0.0001 0.35
H -5.8872 -9.3113 0.0502 0.37
H -10.0359 -7.8591 1.6477 0.24
H -11.1097 -7.1158 2.7945 0.34
H -9.8900 -9.8895 3.0604 0.28
H -11.5799 -9.4531 2.8546 0.41
H -10.7437 -9.0777 4.3703 0.14
O -0.7221 1.4285 4.8271 -0.81
P -1.2597 2.8161 4.8659 1.09
O -2.4065 2.7611 6.0325 -0.27
C -2.0070 2.5206 7.3812 -0.33
C -1.1894 3.6623 7.9589 -0.91
O -2.1779 2.8013 3.5101 -0.38
C -1.8321 1.9592 2.3978 -0.09
C -2.7329 0.7432 2.3590 -1.23
O -1.0936 4.4329 4.8201 -0.34
C -2.0939 5.3386 4.3342 -0.12
C -3.2950 5.5116 5.2372 -0.95
H -1.4508 1.5809 7.4389 0.28
H -2.9240 2.3975 7.9575 0.32
H -0.2351 3.7690 7.4355 0.29
H -0.9817 3.4870 9.0151 0.40
H -1.7174 4.6099 7.8599 0.15
H -0.7817 1.6678 2.4437 0.34
H -1.9624 2.5437 1.4906 0.18
H -2.8053 0.2681 3.3373 0.40
H -2.3679 0.0120 1.6360 0.30
H -3.7437 1.0355 2.0703 0.32
H -2.3982 5.0832 3.3226 0.22
H -1.5820 6.3004 4.2575 0.35
H -3.9537 4.6457 5.2002 0.27
H -3.8743 6.3777 4.9126 0.42
H -2.9947 5.6620 6.2736 0.15